{"formula": "C33H29BrIrN5O3S3", "method": "ωB97M-V/def2-TZVPD", "symbols": ["Ir", "C", "C", "N", "N", "C", "S", "S", "C", "C", "C", "C", "C", "C", "C", "C", "C", "C", "C", "C", "C", "O", "H", "H", "H", "H", "H", "H", "H", "H", "H", "H", "H", "H", "H", "H", "C", "C", "C", "C", "C", "C", "C", "S", "O", "O", "N", "C", "C", "C", "C", "C", "N", "H", "H", "H", "H", "H", "H", "H", "H", "H", "H", "H", "Br", "C", "C", "C", "C", "N", "C", "H", "H", "H", "H"], "positions_angstrom": [[-0.320699, -0.399620, -1.720222], [3.260755, 2.258171, -0.666814], [1.898508, 1.936259, -1.204302], [1.701492, 0.748388, -1.745198], [2.759080, -0.019477, -1.948143], [2.677911, -1.214311, -2.393131], [1.251658, -2.089115, -2.799453], [4.193461, -2.090003, -2.668588], [4.050827, -3.263185, -1.259149], [4.404846, -2.498811, -0.026445], [5.749987, -2.317919, 0.297631], [6.104210, -1.642187, 1.449250], [5.119118, -1.120981, 2.274816], [3.780346, -1.243632, 1.928044], [3.425910, -1.920996, 0.775221], [0.860583, 2.908255, -1.097722], [1.114449, 4.147381, -0.475047], [0.121080, 5.047449, -0.192420], [-1.209732, 4.749094, -0.522996], [-1.502035, 3.598397, -1.190711], [-0.497499, 2.642891, -1.531118], [-0.846905, 1.632484, -2.216812], [3.863859, 1.355018, -0.637871], [3.172768, 2.661768, 0.338933], [3.764076, 2.987722, -1.300590], [4.770486, -4.052383, -1.467055], [3.037809, -3.663324, -1.254131], [6.510767, -2.725141, -0.352649], [7.147050, -1.517028, 1.700412], [5.392601, -0.616160, 3.188220], [3.006918, -0.814444, 2.545661], [2.379172, -2.022034, 0.519104], [2.119906, 4.390094, -0.174502], [0.354941, 5.970401, 0.316724], [-1.997778, 5.430407, -0.239111], [-2.515705, 3.361218, -1.477335], [-4.959451, 2.634817, 4.375299], [-3.733348, 2.043336, 3.754182], [-2.543452, 1.947106, 4.469908], [-1.403222, 1.434171, 3.876318], [-1.455854, 1.026692, 2.558527], [-2.627824, 1.087918, 1.831756], [-3.762385, 1.594609, 2.435211], [0.072089, 0.543820, 1.788410], [0.651716, 1.718824, 1.199063], [0.891007, -0.177716, 2.724185], [-0.368940, -0.425259, 0.531518], [-0.732104, -1.706625, 0.708200], [-0.860229, -2.398333, 1.923611], [-1.106205, -3.753151, 1.875743], [-1.270360, -4.391095, 0.646567], [-1.208304, -3.624070, -0.502672], [-0.947917, -2.326631, -0.471460], [-4.833365, 2.763325, 5.447608], [-5.831465, 2.006073, 4.199141], [-5.161621, 3.611013, 3.933524], [-2.505536, 2.282104, 5.496296], [-0.475523, 1.336944, 4.418298], [-2.646040, 0.734734, 0.810974], [-4.681944, 1.653230, 1.873114], [-0.722180, -1.874014, 2.851558], [-1.162854, -4.327865, 2.786610], [-1.451393, -5.451840, 0.583482], [-1.360868, -4.053308, -1.483100], [-2.158574, -1.017805, -7.452197], [-2.591678, -1.176371, -5.618715], [-3.869628, -1.540476, -5.215455], [-4.114321, -1.649469, -3.856810], [-3.087860, -1.387044, -2.962775], [-1.870310, -1.025580, -3.360644], [-1.618426, -0.922863, -4.658586], [-4.644001, -1.736220, -5.941261], [-5.090254, -1.932595, -3.494638], [-3.242084, -1.478176, -1.896596], [-0.619513, -0.636857, -4.956691]], "atomic_forces_ev_per_a": [[1.40, -2.12, -0.36], [0.18, -0.14, -0.13], [0.93, -0.08, -0.03], [-2.70, -0.98, 0.03], [1.56, 0.40, 0.24], [-0.23, -0.08, -0.08], [-1.64, 1.72, 0.91], [-0.18, -0.22, -0.45], [0.02, 0.52, -0.11], [0.12, -0.14, 0.29], [-0.30, -0.13, 0.07], [0.02, 0.08, -0.02], [-0.13, 0.05, -0.01], [0.17, 0.14, 0.15], [0.13, -0.23, -0.06], [-0.64, -0.19, -0.06], [0.13, 0.06, -0.03], [0.35, -0.14, 0.02], [-0.24, -0.29, -0.17], [-0.20, 0.10, -0.08], [0.35, 0.93, 0.51], [-0.36, -1.82, 0.29], [0.00, 0.14, 0.03], [-0.07, 0.02, 0.02], [0.04, 0.08, -0.01], [-0.06, -0.04, -0.06], [0.11, -0.09, 0.06], [0.10, -0.07, -0.04], [0.08, -0.02, 0.05], [0.03, 0.09, 0.09], [0.03, 0.00, 0.06], [-0.15, -0.07, -0.06], [0.07, -0.03, 0.00], [0.05, 0.04, 0.01], [-0.08, 0.05, -0.06], [-0.06, -0.05, -0.05], [-0.06, 0.03, 0.03], [0.08, -0.04, 0.01], [-0.01, -0.02, -0.10], [0.06, -0.01, 0.14], [0.58, -0.33, -0.17], [-0.13, 0.01, -0.17], [0.06, 0.02, 0.04], [0.03, -0.11, -0.41], [-0.14, 0.01, 0.02], [-0.48, 0.01, 0.08], [0.35, 1.77, -0.93], [-0.18, -1.04, 0.39], [-0.03, -0.21, -0.17], [0.00, 0.21, -0.18], [-0.03, 0.25, -0.36], [-0.09, -0.85, -0.14], [0.48, 2.33, -0.38], [-0.04, 0.03, 0.03], [-0.03, 0.00, 0.01], [-0.06, 0.05, 0.04], [-0.02, 0.00, 0.08], [0.08, 0.06, 0.14], [-0.04, 0.03, -0.10], [-0.14, -0.01, -0.05], [0.05, -0.04, 0.14], [-0.03, -0.01, 0.14], [-0.05, -0.04, -0.06], [0.02, -0.09, -0.06], [-0.05, -0.02, 0.33], [-0.02, 0.00, 0.00], [0.29, 0.06, 0.00], [0.24, 0.06, 0.04], [-0.50, -0.15, 0.20], [0.84, 0.44, 1.08], [0.17, 0.08, -0.68], [-0.03, -0.01, -0.06], [-0.03, -0.02, 0.07], [0.01, 0.04, 0.02], [0.04, 0.02, 0.06]], "lumo_ev": [-4.36, -5.69], "homo_energy_ha": [-0.3893, -0.3895], "gap_ev": [6.24, 4.91], "charge": 1, "spin_multiplicity": 2}

=====

{"formula": "C42H35NO2P2Pt", "method": "ωB97M-V/def2-TZVPD", "symbols": ["Pt", "C", "C", "C", "C", "C", "C", "C", "C", "P", "C", "C", "C", "C", "C", "C", "C", "C", "C", "C", "C", "C", "C", "O", "C", "C", "C", "C", "C", "C", "P", "C", "C", "C", "C", "C", "C", "C", "C", "C", "C", "C", "C", "H", "H", "H", "H", "H", "H", "H", "H", "H", "H", "H", "H", "H", "H", "H", "H", "H", "H", "H", "H", "H", "H", "H", "H", "H", "H", "H", "H", "H", "H", "H", "H", "N", "C", "C", "C", "O", "H", "H", "H"], "positions_angstrom": [[-0.371076, -2.052586, -1.056389], [-0.765390, 3.824709, 3.428126], [-0.273727, 2.418959, 3.659706], [0.121786, 2.178846, 5.169130], [0.921325, 2.238985, 2.748189], [2.110626, 2.839040, 3.178028], [3.274319, 2.591885, 2.477653], [3.367744, 1.713749, 1.412131], [2.180819, 1.093776, 1.003221], [2.370432, -0.097813, -0.303090], [3.671274, 0.525249, -1.342272], [4.664860, -0.327292, -1.804369], [5.505061, 0.044961, -2.814020], [5.418712, 1.308993, -3.378770], [4.440767, 2.182086, -2.929404], [3.580023, 1.762850, -1.923162], [2.710817, -1.868018, 0.162136], [2.464282, -2.852628, -0.831816], [2.496113, -4.207602, -0.527130], [2.746114, -4.586484, 0.787534], [3.100993, -3.624697, 1.750920], [3.083972, -2.270516, 1.439858], [0.965887, 1.406283, 1.685020], [-0.145215, 0.794264, 1.146517], [-1.238344, 0.755421, 1.949622], [-2.308866, -0.081734, 1.517176], [-3.428109, -0.293996, 2.385508], [-3.547541, 0.476114, 3.543932], [-2.450003, 1.276361, 3.926328], [-1.305028, 1.441764, 3.177695], [-2.094205, -0.972559, 0.024678], [-0.047980, 1.478435, -2.909785], [-1.215514, 2.108183, -2.308609], [-1.977192, 2.984583, -3.060667], [-1.605861, 3.284127, -4.356194], [-0.622213, 2.609486, -4.974856], [0.203593, 1.698727, -4.303913], [-3.765359, -1.658242, -0.125991], [-3.989106, -3.049204, -0.300969], [-5.271230, -3.578963, -0.382531], [-6.323823, -2.650417, -0.519151], [-6.105253, -1.267085, -0.439315], [-4.851534, -0.796792, -0.241805], [-0.219419, 4.593904, 3.993173], [-1.778081, 3.939426, 3.851337], [-0.869409, 3.982948, 2.351723], [0.811235, 2.983408, 5.481387], [0.529445, 1.194972, 5.365465], [-0.754263, 2.282337, 5.860404], [2.013081, 3.534237, 4.002324], [4.145343, 3.073225, 2.769539], [4.288206, 1.546346, 0.934394], [4.827470, -1.369025, -1.478533], [6.238674, -0.627271, -3.189906], [6.119106, 1.655765, -4.151102], [4.468443, 3.160000, -3.448695], [2.888230, 2.514701, -1.591691], [2.224599, -2.554271, -1.889093], [2.162554, -4.902722, -1.300101], [2.692405, -5.612400, 1.052049], [3.348172, -3.866088, 2.764266], [3.397060, -1.501447, 2.098232], [-4.170985, -0.992453, 2.059921], [-4.527121, 0.432055, 4.089190], [-2.504792, 1.910185, 4.807350], [-1.410100, 1.734706, -1.274851], [-2.841778, 3.479843, -2.610850], [-2.201078, 3.976937, -5.036984], [-0.465023, 2.678626, -6.047151], [1.016774, 1.162117, -4.823830], [-3.100965, -3.691814, -0.256105], [-5.422833, -4.667249, -0.381797], [-7.315025, -3.026700, -0.694035], [-6.944936, -0.586682, -0.506560], [-4.747702, 0.276075, -0.048495], [0.585595, 0.595773, -2.131663], [0.802720, -0.288526, -1.288032], [-1.703887, -4.268372, -2.946695], [-0.995925, -3.956163, -1.671051], [-0.753501, -4.717688, -0.796117], [-1.559937, -5.303728, -3.196335], [-1.242421, -3.572414, -3.631300], [-2.726854, -4.003745, -2.828703]], "atomic_forces_ev_per_a": [[0.45, 0.85, 0.26], [-1.56, 0.74, 0.79], [0.59, -0.66, 0.09], [-0.94, 0.98, -0.04], [0.77, 0.27, 2.18], [-0.26, -0.34, -1.32], [-0.34, 0.00, 0.24], [-2.14, 0.15, 0.75], [-0.16, 0.20, 0.53], [0.53, -1.18, 0.44], [0.03, -1.05, -0.26], [0.23, -1.86, 0.11], [0.45, 0.92, -0.64], [0.22, 0.20, -0.18], [0.81, 0.14, -0.73], [-0.18, 2.07, -0.58], [-0.41, 0.23, -0.90], [-0.28, 0.93, -0.82], [-0.56, 0.50, 0.14], [0.43, 1.02, 0.23], [-0.29, 0.11, -0.61], [-0.18, -0.10, -1.19], [0.74, -1.27, -1.95], [0.47, 0.28, 0.02], [-1.45, -0.23, 1.24], [1.02, 0.41, 1.44], [1.04, 1.36, -0.21], [-0.18, -0.43, -0.16], [-1.50, 0.15, 0.15], [-0.46, -0.82, -0.81], [-1.26, -0.98, -0.27], [-1.26, -0.11, -0.07], [0.71, -0.54, 0.15], [-0.10, 0.09, 1.84], [-2.43, 1.70, -1.44], [2.70, -2.15, -0.97], [0.18, -0.05, 0.40], [0.18, -1.12, -1.39], [0.93, 0.46, 0.74], [-0.14, 0.84, -0.43], [0.43, -0.47, 0.14], [-1.27, -1.36, -0.30], [0.80, 1.29, 0.73], [0.40, -0.20, -0.71], [0.15, -0.17, -0.20], [0.26, 0.50, 0.19], [-0.17, -0.61, -0.04], [0.30, -0.12, -0.20], [0.57, 0.00, -0.80], [0.59, -0.07, -0.08], [1.54, 0.87, 0.59], [1.00, -0.22, -0.52], [-0.55, 0.71, 0.32], [0.47, -0.53, -0.05], [-0.35, -0.40, 0.32], [-0.69, -0.47, 0.92], [-0.56, -0.01, 0.31], [0.33, -0.24, 1.12], [0.45, -0.02, 0.36], [0.03, -0.74, 0.28], [0.11, -0.51, 0.27], [0.05, 0.34, 1.03], [-0.34, -0.06, 0.25], [1.39, 0.07, -0.22], [-0.31, -0.32, 0.03], [-0.23, 0.82, -0.91], [0.27, -0.27, -0.15], [0.64, -0.81, 1.44], [0.01, 0.37, 0.17], [-0.57, 0.36, 0.40], [-0.55, 0.05, 0.09], [-0.07, 0.65, -0.13], [-0.32, -0.02, 0.10], [0.03, -0.06, -0.06], [0.24, -0.31, -0.31], [0.00, 0.75, -0.62], [-0.45, -0.60, -0.46], [1.25, 0.66, 0.07], [-0.28, 0.13, 0.22], [0.22, -0.31, 0.53], [-0.05, -0.41, -0.23], [-0.19, -0.14, -0.77], [-0.99, 0.17, 0.09]], "lumo_ev": [-5.53, -7.94], "homo_energy_ha": [-0.4482, -0.4959], "gap_ev": [6.67, 5.56], "charge": 2, "spin_multiplicity": 5}

=====

{"formula": "C4H14N2O2", "method": "ωB97M-V/def2-TZVPD", "symbols": ["C", "N", "C", "C", "N", "C", "O", "H", "H", "H", "H", "H", "H", "H", "H", "H", "H", "H", "H", "O", "H", "H"], "positions_angstrom": [[-1.033201, -2.358332, 0.754537], [0.329684, -1.890018, 0.168256], [0.366068, -0.460765, 0.040177], [0.878182, 0.541486, 1.076539], [0.398945, 1.941488, 0.811450], [1.143576, -0.091336, -1.296161], [0.690351, 1.093758, -1.879608], [-1.100141, -1.971287, 1.764931], [-1.114839, -3.472620, 0.670008], [-1.946591, -2.052179, 0.093668], [1.089550, -2.176798, 0.803178], [-0.775461, -0.154555, -0.102771], [1.995427, 0.568926, 1.013824], [0.466201, 0.286280, 2.059939], [0.322970, 2.412850, 1.719386], [-0.551060, 1.824742, 0.337537], [0.944335, -0.807584, -2.146207], [2.213068, -0.195933, -0.949553], [0.874542, 1.893720, -1.362851], [-1.912302, 1.597588, -0.874052], [-1.140869, 1.187002, -1.203423], [-2.138438, 2.283564, -1.498803]], "atomic_forces_ev_per_a": [[0.43, -0.32, -2.05], [-1.07, -0.90, 1.61], [-2.52, 2.28, -2.83], [0.20, 0.24, 0.73], [-0.94, -1.07, -0.87], [-0.56, -2.02, 0.34], [0.27, 1.26, -0.32], [-0.57, -0.23, 0.21], [0.51, 0.89, 0.60], [1.96, 0.14, 1.13], [-0.66, -0.21, -0.32], [2.31, -0.73, 0.15], [-0.75, -0.27, 0.66], [0.69, -0.47, 0.12], [-0.24, -0.15, -0.74], [1.42, 0.92, 1.55], [0.34, 0.17, 1.41], [-0.55, 0.71, -1.00], [0.27, -0.36, 0.36], [-1.97, 0.62, 0.88], [1.50, -0.72, -1.36], [-0.07, 0.23, -0.26]], "lumo_ev": 0.93, "homo_energy_ha": -0.3277, "gap_ev": 9.85, "smiles": "CN[C@@H](CN)CO.O"}